# 1
{"formula": "C23H37IN4O7P2RuS4", "method": "wB97M-V/def2-TZVPD", "species": ["C", "C", "H", "N", "C", "C", "C", "H", "H", "C", "H", "C", "H", "C", "O", "S", "P", "H", "Ru", "H", "H", "C", "O", "H", "H", "O", "H", "S", "H", "H", "C", "N", "H", "C", "H", "O", "H", "H", "H", "P", "C", "H", "N", "I", "C", "C", "H", "O", "H", "H", "H", "H", "O", "H", "C", "C", "H", "C", "H", "O", "H", "H", "C", "H", "C", "H", "C", "S", "C", "C", "H", "N", "C", "S", "H", "H", "H", "H", "H"], "positions_angstrom": [[-2.4486, 0.7654, 1.1246], [-4.6112, 2.0139, 1.6546], [3.6242, -1.3775, 2.4384], [0.6294, -2.6229, 1.1204], [-5.1557, 4.0149, 0.4126], [-3.4119, 1.8888, 0.9456], [4.0237, 2.6211, -0.0855], [-6.3979, 3.1569, 1.9312], [-5.7723, 1.3796, 3.0166], [-3.2920, -3.1074, 4.8385], [4.3953, 2.4251, 0.9184], [0.2319, 2.8345, -1.8567], [-2.5264, -0.7740, -3.1706], [5.1580, 2.8169, -1.0582], [4.2871, -0.0222, 1.0022], [-3.2432, -1.5500, 3.9147], [-0.4832, 0.2152, -1.7291], [-3.4776, -2.8593, 5.8827], [-0.0175, -0.6537, 0.5722], [-4.1213, -3.7019, 4.4579], [-5.8421, 4.8283, 0.2146], [-3.1071, 2.8639, -0.0044], [-1.2287, 0.9567, 0.6827], [1.2278, -1.9795, 3.0228], [4.7817, 3.0632, -2.0510], [-1.8771, 0.8889, -2.0821], [0.4420, 2.4289, -3.9646], [1.5665, 0.6875, 1.8297], [5.7561, 1.9085, -1.1274], [-3.6952, -0.0660, -2.0438], [-1.9759, -3.8353, 4.6735], [0.9697, -3.6950, 0.3928], [2.6783, -0.9587, -3.6010], [-2.0746, -2.0754, 2.7304], [3.3578, 3.4818, -0.0538], [0.3765, 1.4875, -1.3620], [-0.1629, -1.8187, -4.3368], [0.6742, 3.4559, -1.0806], [-3.7002, 4.6475, -1.0388], [2.8635, 0.2684, 0.3692], [-5.4695, 3.0755, 1.3755], [-2.0657, -4.8975, 4.8992], [-1.8420, -1.3038, 1.7050], [3.3230, -4.5603, 3.7491], [4.5620, -1.0039, 2.0281], [-2.9209, 0.1655, -2.7749], [-3.8236, 1.9759, -3.4835], [-4.9299, 1.1206, 2.6262], [5.7975, 3.6308, -0.7144], [6.3134, -1.7089, 1.0025], [2.1921, -2.1018, -4.8672], [1.8223, -0.3811, -5.0411], [0.0762, -0.1495, -3.1733], [-4.2720, 0.5257, -4.3955], [-3.9603, 3.9147, -0.2864], [1.3312, -2.7186, 2.2461], [2.2151, -5.3980, 0.6037], [2.1053, -3.8804, 2.2455], [4.8486, -2.6445, 0.6626], [3.2162, 1.4962, -0.5382], [-0.8250, 3.0790, -1.9261], [0.6693, -2.1094, -2.8034], [-3.4514, 1.0336, -3.8870], [5.0917, -0.4756, 2.8180], [5.4002, -2.1125, 1.4398], [0.9175, 4.0643, -3.4699], [1.8480, -4.4798, 1.0314], [-1.4852, -3.7051, 2.9399], [0.5759, -1.4184, -3.6432], [1.9021, -1.1995, -4.3263], [5.6739, -2.8185, 2.2243], [-2.8451, -0.3136, 1.6804], [0.9323, 3.0113, -3.1843], [2.1427, -1.1725, -0.7708], [-2.6664, 1.2482, -4.6129], [-2.1768, 2.7587, -0.5337], [-1.1904, -3.4018, 5.2909], [0.5777, -3.8236, -0.5245], [1.9685, 2.6767, -3.1117]], "forces_ev_per_a": [[0.3, 0.8, -0.3], [-0.1, 0.0, 0.1], [0.0, 0.0, 0.0], [0.8, 0.3, 0.1], [0.0, 0.0, 0.0], [0.3, -0.1, -0.1], [-0.1, 0.0, 0.0], [0.0, 0.0, 0.0], [0.0, 0.0, 0.0], [0.0, 0.0, 0.0], [0.0, 0.0, 0.0], [0.1, -0.1, -0.1], [0.0, 0.0, 0.0], [0.0, 0.0, 0.0], [0.1, -0.1, -0.2], [-0.1, 0.0, -0.1], [0.3, 0.5, 0.9], [0.0, 0.0, 0.0], [-0.8, -2.1, -0.6], [0.0, 0.0, 0.0], [0.0, 0.0, 0.0], [-0.1, 0.0, 0.0], [-0.1, 0.7, 0.0], [0.0, 0.1, 0.0], [0.0, 0.0, 0.0], [-0.3, -0.3, -0.1], [0.0, 0.0, 0.0], [-0.3, -0.2, 0.0], [0.0, 0.0, 0.0], [0.0, 0.0, 0.0], [0.0, 0.0, 0.0], [-0.2, -0.1, -0.1], [0.0, 0.0, 0.0], [-0.2, -0.2, -0.2], [0.0, 0.0, 0.0], [0.0, 0.2, -0.1], [0.0, 0.0, 0.0], [0.0, 0.0, 0.0], [0.0, 0.0, 0.0], [0.7, 0.6, 0.6], [0.0, 0.0, 0.0], [0.0, 0.0, 0.0], [0.2, 0.7, 0.0], [0.0, 0.0, 0.1], [0.0, -0.1, -0.1], [0.0, 0.0, 0.0], [0.0, 0.0, 0.0], [0.0, 0.0, 0.0], [0.0, 0.0, 0.0], [0.0, 0.0, 0.0], [0.0, 0.0, 0.0], [0.0, 0.0, 0.0], [-0.1, -0.7, -0.3], [0.0, 0.0, 0.0], [0.0, 0.0, 0.0], [-0.1, -0.3, 0.1], [0.0, 0.0, 0.0], [0.0, 0.1, -0.1], [0.0, 0.0, 0.0], [0.0, 0.1, -0.2], [0.0, 0.0, -0.1], [-0.1, 0.0, 0.0], [0.0, 0.1, 0.0], [0.0, 0.0, 0.0], [0.0, 0.0, 0.0], [0.0, 0.0, 0.0], [0.0, 0.0, 0.0], [0.1, 0.0, -0.1], [-0.1, 0.2, 0.0], [0.1, 0.0, 0.0], [0.0, 0.0, 0.0], [0.0, -0.6, 0.1], [0.0, -0.1, 0.0], [-0.6, 0.6, 0.3], [0.0, 0.0, 0.0], [0.0, 0.0, 0.0], [0.0, 0.0, 0.0], [0.0, 0.0, 0.0], [0.0, 0.0, 0.0]], "e_lumo_ev": [-3.47, -3.45], "total_charge": 1, "relative_energy_kcal_mol": 50.54, "spin_multiplicity": 2}

# 2
{"formula": "C23H37N3O5S", "method": "wB97M-V/def2-TZVPD", "species": ["H", "C", "C", "C", "O", "H", "C", "H", "H", "H", "C", "H", "H", "C", "C", "H", "H", "C", "H", "C", "H", "C", "H", "H", "C", "H", "O", "H", "C", "C", "H", "H", "C", "H", "S", "C", "C", "H", "H", "C", "H", "C", "O", "H", "H", "H", "H", "H", "H", "C", "H", "O", "H", "H", "H", "N", "H", "H", "O", "H", "N", "C", "H", "C", "H", "N", "C", "H", "C"], "positions_angstrom": [[-2.1110, 2.2682, 2.8823], [-2.5521, 0.0814, -0.4241], [3.4965, -1.9516, 0.8617], [-0.4662, -2.2379, 0.8668], [-1.3098, 2.0119, 0.1582], [5.3392, -0.0629, -0.2440], [3.6968, -0.2713, -1.6074], [-2.4495, 4.6749, -4.4813], [-0.5518, 4.7764, -2.9128], [-1.3263, 3.1976, 4.1615], [0.2632, -3.3352, 1.6442], [0.4424, 1.7284, 1.3879], [0.3021, 2.6740, -1.8786], [-1.0019, 3.8262, -3.1556], [-0.8764, -4.3015, 1.9546], [1.8938, 0.5807, 0.2798], [0.1873, -1.7222, 0.1562], [-2.6564, 2.5501, -4.3511], [4.4680, -2.3859, 0.6402], [-1.1186, -1.1865, 1.8026], [-1.4535, -3.9493, 2.8102], [-2.1743, 1.3857, -3.7777], [3.9581, -0.4229, 3.1072], [4.1266, 0.3226, -2.4113], [1.4593, 0.0044, 2.1579], [3.9336, -1.3140, -1.8000], [1.6739, -0.7315, 3.1070], [0.7695, -2.9514, 2.5252], [-0.6572, 0.5832, 4.4974], [-1.1122, 1.4622, -2.8985], [-3.4878, 2.5108, -5.0387], [-1.6362, 0.1896, 4.2335], [-1.7038, -4.2137, 0.6726], [0.0446, -0.2326, 4.6435], [-0.5437, -0.0593, -2.1753], [0.2083, 0.8999, 2.0660], [-1.1603, 2.6708, 3.2243], [-2.1934, -1.3857, 1.8506], [2.6171, -0.1527, -1.6404], [4.4496, -0.0661, 2.2074], [-3.1690, -0.5915, 0.1703], [3.6135, -0.4305, 0.9747], [0.4741, 0.2099, -1.1810], [-2.6012, 0.4198, -3.9956], [-0.5353, -5.3146, 2.1522], [0.9931, -3.8206, 0.9957], [4.1901, 1.2704, -0.1923], [2.7985, -2.2180, 0.0731], [-0.8125, 3.3811, 2.4797], [4.2754, 0.1837, -0.2708], [-2.7776, -4.3330, 0.8453], [-1.4695, -2.9233, 0.1181], [-1.3815, -4.9638, -0.0597], [4.5672, 1.0129, 2.2783], [-0.7553, 1.1186, 5.4399], [-1.9403, -0.6743, -1.5023], [5.4330, -0.5232, 2.1402], [-3.1928, 0.8475, -0.8774], [-0.1712, -0.9866, -3.2021], [-0.7034, -1.3063, 2.8012], [-0.8949, 0.1909, 1.4230], [-0.1474, 1.5454, 3.4267], [3.1358, -2.3557, 1.8029], [-0.5152, 2.6634, -2.5800], [0.7910, 1.9813, 3.7896], [2.2890, 0.1784, 1.1197], [-2.0697, 3.7669, -4.0366], [-1.8115, -1.6546, -1.2780], [-1.5238, 0.8383, 0.4180]], "forces_ev_per_a": [[-0.1, 0.0, 0.0], [-0.2, 0.6, 0.0], [0.0, 0.2, 0.1], [0.4, 0.2, 0.4], [-0.1, 0.1, 0.0], [0.0, 0.0, 0.1], [0.1, 0.1, 0.1], [0.0, 0.1, 0.0], [0.0, 0.1, 0.0], [-0.1, 0.0, 0.1], [-0.1, 0.0, -0.1], [0.0, -0.2, 0.2], [0.1, 0.1, 0.1], [0.1, -0.1, 0.0], [-0.1, 0.1, -0.2], [-0.1, 0.1, 0.2], [0.0, -0.1, 0.1], [0.0, -0.1, 0.0], [0.1, -0.1, -0.1], [-0.1, -0.5, -0.2], [0.0, 0.0, 0.1], [-0.1, 0.0, -0.1], [0.0, 0.0, 0.1], [0.0, 0.0, -0.1], [-0.4, 0.5, -0.2], [0.0, -0.1, -0.1], [0.1, -0.2, 0.3], [0.1, 0.0, 0.0], [0.3, 0.1, 0.0], [0.1, -0.4, 0.3], [-0.1, 0.0, -0.1], [-0.2, -0.1, 0.0], [-0.2, -0.5, 0.0], [-0.1, -0.1, 0.1], [-0.1, -0.5, -0.3], [0.2, 0.3, 0.2], [0.3, -0.1, 0.0], [0.1, 0.0, 0.1], [0.0, 0.0, -0.1], [-0.2, -0.1, -0.1], [0.1, -0.1, -0.1], [0.4, -0.1, 0.3], [-0.4, 0.4, -0.3], [-0.1, -0.1, -0.1], [0.0, 0.0, 0.1], [0.1, 0.0, 0.0], [0.1, 0.1, 0.1], [-0.1, -0.1, -0.1], [0.0, 0.1, -0.1], [-0.2, -0.1, 0.0], [0.1, 0.0, 0.0], [-0.1, 0.1, -0.2], [-0.1, 0.0, 0.1], [0.0, 0.1, 0.0], [-0.1, 0.1, 0.1], [0.7, 0.4, -0.5], [0.1, 0.0, 0.0], [0.1, -0.1, 0.3], [-0.2, -0.1, -0.2], [-0.1, 0.0, 0.0], [0.2, 0.2, 0.3], [-0.1, -0.1, -0.1], [0.0, -0.1, 0.1], [0.1, 0.1, 0.1], [0.0, 0.0, 0.0], [0.3, 0.0, -0.5], [0.0, 0.0, 0.0], [0.1, -0.3, -0.1], [-0.6, 0.3, 0.3]], "smiles": "CCC(C)(C)NC(=O)[C@H](C(C)C)N(C[C@H]1CCCO1)C(=O)CNS(=O)(=O)c1ccccc1", "e_lumo_ev": 0.68, "relative_energy_kcal_mol": 0.00, "spin_multiplicity": 1}

# 3
{"formula": "C23H37N4OSiW", "method": "wB97M-V/def2-TZVPD", "species": ["H", "C", "C", "H", "H", "H", "H", "H", "C", "H", "H", "H", "H", "C", "C", "H", "H", "C", "H", "Si", "C", "C", "H", "C", "C", "H", "H", "H", "H", "N", "H", "C", "H", "H", "C", "O", "H", "H", "H", "C", "H", "H", "H", "N", "C", "W", "H", "C", "H", "N", "H", "C", "H", "H", "C", "H", "C", "H", "H", "H", "C", "N", "C", "C", "C", "C", "H"], "positions_angstrom": [[-3.9387, 1.5600, 1.7176], [0.0308, -0.4974, 3.3170], [-0.4849, 0.8587, -2.3411], [1.0352, 1.1986, 2.3600], [2.9059, 0.3806, -3.4956], [-0.4841, 4.0858, -2.3274], [-4.1954, -2.0912, 3.0198], [4.5646, -0.1806, -3.3035], [-1.7857, 1.4183, -0.3698], [-2.7033, 1.6621, 2.9833], [-1.9531, -1.5951, -1.9206], [-1.1304, -2.6349, 1.7010], [-0.1795, -1.9699, -1.6712], [0.1316, 0.9050, -5.0091], [-0.5724, -0.3301, -3.0775], [-0.9407, -2.4565, -3.0888], [-3.7435, -0.9902, 1.7208], [3.5293, -0.3722, -3.0073], [5.4521, -1.2591, -0.2844], [3.3971, -0.2750, -1.1732], [-0.0211, 2.0556, -2.8746], [1.1526, 0.1308, 2.5445], [-1.0870, -3.4876, 0.2621], [0.2717, 2.0458, -4.2443], [-0.2719, -0.2941, -4.4254], [2.5300, 1.8382, -0.1763], [0.6272, 2.9590, -4.7055], [0.2049, 3.1427, -0.9994], [-2.5816, 2.3666, -2.1063], [-0.8424, 0.7226, -0.9408], [-2.2576, 3.4474, -0.7445], [-3.7392, -1.1257, 2.8035], [-2.8125, 2.9039, 1.7058], [1.2220, 3.6949, -2.3188], [-0.9732, -1.6096, -2.4005], [1.7065, -0.7728, -0.8782], [1.1850, -0.9843, 5.0594], [-0.7505, -1.9289, 6.2745], [4.1197, -1.5805, 0.8047], [0.2343, 3.3029, -2.0776], [4.3111, -2.5293, -0.6877], [1.1497, -3.4523, 0.2709], [-4.3944, -0.3697, 3.2407], [-1.3088, 0.0172, 1.4135], [-1.2579, -0.5037, 2.7595], [0.1296, -0.7993, 0.0476], [-0.3501, -1.1905, -5.0270], [-0.8840, -1.5345, 5.2761], [3.2584, -1.3541, -3.3978], [0.7479, -2.8205, 0.9617], [1.3681, -0.3645, 1.5343], [4.3940, -1.5316, -0.2534], [1.0123, -3.1332, 1.8947], [-3.6490, 2.3796, -0.6761], [3.5070, 1.4366, -0.4659], [4.1563, 1.4772, 0.4100], [0.2092, -1.0077, 4.5907], [0.3598, 0.9364, -6.0659], [2.1330, -0.0497, 2.9878], [-2.9688, -1.9936, 5.2327], [-1.9940, 1.0546, 1.0632], [-0.6799, -2.7123, 0.7846], [-2.9009, 1.8402, 1.9282], [-2.3640, -1.0515, 3.4053], [-2.6174, 2.4510, -1.0224], [-2.1359, -1.5639, 4.6897], [3.9172, 2.1251, -1.2072]], "forces_ev_per_a": [[0.0, 0.0, 0.0], [-0.1, 0.0, 0.1], [-0.1, 0.1, 0.2], [0.0, 0.0, 0.0], [0.0, 0.0, 0.0], [0.0, 0.0, 0.0], [0.0, 0.0, 0.0], [0.0, 0.0, 0.0], [0.0, 0.0, 0.0], [0.0, 0.0, 0.0], [0.0, 0.0, 0.0], [-0.1, -0.1, 0.0], [0.0, 0.0, 0.0], [0.0, 0.0, 0.0], [0.0, 0.0, -0.1], [-0.1, 0.0, 0.0], [0.0, 0.0, 0.0], [0.1, 0.1, 0.0], [0.0, 0.0, 0.0], [-0.2, -0.3, -0.2], [0.0, -0.1, -0.1], [0.1, -0.1, -0.2], [0.0, 0.0, 0.0], [0.0, 0.0, 0.0], [0.0, 0.0, 0.0], [0.0, 0.0, 0.0], [0.0, 0.0, 0.0], [0.0, 0.0, 0.0], [0.0, 0.0, 0.0], [0.0, 0.3, -0.2], [0.0, 0.0, 0.0], [0.0, 0.0, 0.0], [0.0, 0.0, 0.0], [0.0, 0.0, 0.0], [0.1, 0.0, 0.0], [0.0, 0.5, 0.2], [0.0, 0.0, 0.0], [0.0, 0.0, 0.0], [0.0, 0.0, 0.0], [0.0, 0.0, 0.0], [0.0, 0.0, 0.0], [0.0, -0.1, 0.1], [0.0, 0.0, 0.0], [0.2, 0.0, 0.3], [0.0, 0.1, -0.1], [0.2, -1.3, 0.0], [0.0, 0.0, 0.0], [0.0, 0.0, 0.0], [0.0, 0.0, 0.0], [0.1, 0.1, -0.2], [0.1, 0.1, 0.1], [0.0, 0.0, 0.1], [-0.1, 0.1, 0.0], [0.0, 0.0, 0.0], [-0.1, 0.1, 0.1], [0.0, 0.0, 0.0], [0.0, 0.0, 0.0], [0.0, 0.0, 0.0], [0.0, 0.1, 0.1], [0.0, 0.0, 0.0], [-0.1, 0.2, -0.2], [-0.1, 0.1, 0.2], [0.0, 0.0, 0.0], [0.1, 0.0, 0.1], [0.0, 0.0, 0.0], [0.0, 0.0, 0.0], [0.0, 0.0, 0.0]], "e_lumo_ev": [-10.93, -11.59], "total_charge": 3, "spin_multiplicity": 3}

| no. | E_tot (eV) |
| --- | --- |
| 1 | -117343.1075 |
| 2 | -49995.4594 |
| 3 | -42137.7052 |